2 unconnected molecules or ions with the total composition C5H11O3. Source: the OMol25 dataset; level of theory: the ωB97M-V functional and the def2-TZVPD basis.

* spin multiplicity: 2
* E_HOMO (spin up / spin down): -9.6 / -9.6 eV
* ⟨S²⟩: 0.75

Geometry (Å):
C: -3.36 -0.40 0.50
C: -2.02 -0.93 0.03
O: -1.03 -0.75 0.74
O: -2.02 -1.65 -1.03
H: -3.78 -1.19 1.10
H: -4.03 -0.03 -0.26
H: -3.07 0.42 1.16
C: 1.80 0.95 0.27
C: 2.65 -0.30 0.41
C: 2.66 2.05 -0.36
O: 0.75 0.67 -0.64
H: 1.38 1.35 1.21
H: 2.01 -1.12 0.77
H: 2.94 1.79 -1.39
H: 2.16 3.02 -0.40
H: 3.59 2.17 0.20
H: 0.13 0.12 -0.11
H: 3.55 -0.20 1.01
H: 2.81 -0.57 -0.66

3 unconnected molecules or ions with the total composition C3H12O2S. Source: the OMol25 dataset; level of theory: the ωB97M-V functional and the def2-TZVPD basis.

* spin multiplicity: 1
* SMILES string: CCSC.O.O
* E_HOMO: -8.4 eV

Geometry (Å):
C: -2.34 -0.38 -1.20
C: -0.84 -0.47 -1.02
S: 0.16 0.52 -2.19
C: 1.41 1.24 -1.11
H: -2.71 -1.25 -1.73
H: -2.56 0.41 -1.94
H: -2.94 -0.15 -0.32
H: -0.60 -1.53 -1.11
H: -0.44 -0.22 -0.04
H: 1.06 2.02 -0.44
H: 1.91 0.47 -0.52
H: 2.23 1.63 -1.72
H: 0.62 0.63 3.85
H: 0.36 0.76 2.53
O: 1.16 0.87 3.06
H: 1.28 -0.76 1.55
H: 1.44 -2.21 1.01
O: 0.82 -1.58 1.35

A molecular structure, C5H14N2O. Source: the OMol25 dataset; level of theory: the ωB97M-V functional and the def2-TZVPD basis.

* spin multiplicity: 1
* E_HOMO: -8.7 eV

Geometry (Å):
C: -1.57 0.53 -0.83
C: -2.69 -0.36 -0.39
O: 0.02 -1.56 -1.55
H: -0.66 -2.18 -1.83
H: -1.56 1.51 -0.35
H: -1.38 0.54 -1.89
H: -2.82 -1.21 -1.06
H: -3.63 0.19 -0.35
H: -2.49 -0.76 0.61
C: 1.51 1.87 0.19
N: 0.38 -0.13 0.99
C: 1.61 0.47 0.74
N: 0.36 -1.46 0.96
C: 2.77 -0.10 1.09
H: -0.49 0.23 -0.06
H: 0.16 -1.73 -0.33
H: -0.42 -1.78 1.54
H: 0.76 2.44 0.75
H: 1.19 1.84 -0.85
H: 2.47 2.37 0.25
H: 2.79 -1.09 1.51
H: 3.71 0.37 0.86

A gas-phase ion, C4H10FN2 (charge +1). Source: the OMol25 dataset; level of theory: the ωB97M-V functional and the def2-TZVPD basis.

* spin multiplicity: 1
* SMILES string: [H]/N=C/[C@H](F)C[NH2+]C
* charge: +1
* E_HOMO: -14.4 eV

Geometry (Å):
C: -1.30 -0.58 -1.57
C: 1.29 1.42 1.26
C: 0.77 -0.67 0.16
C: -0.68 -1.52 -0.62
N: -1.56 0.61 -1.23
N: 0.17 0.46 0.82
F: -1.42 -1.76 0.46
H: -1.54 -1.03 -2.45
H: 1.87 1.56 0.38
H: 0.86 2.52 1.42
H: 1.88 1.02 2.19
H: 1.20 -1.42 0.73
H: 1.57 -0.44 -0.56
H: -0.27 -2.60 -0.99
H: -2.01 1.35 -1.72
H: -0.38 0.11 1.70
H: -0.43 0.96 0.04

Here are the calculated ΔE to the lowest compared entry with this formula, charge and spin numbers, same order: 13.73 21.40 150.33 45.34 (kcal per mole).
Here are the calculated max |F| numbers, same order: 2.1 2.1 3.3 5.8 (eV/Å).